{
  "formula": "C15H29FN6P",
  "method": "ωB97M-V with the def2-TZVPD basis set",
  "elements": ["F", "C", "C", "C", "P", "H", "H", "H", "H", "H", "H", "H", "H", "H", "H", "H", "C", "C", "N", "H", "H", "H", "C", "C", "N", "H", "H", "H", "C", "C", "N", "H", "H", "H", "C", "C", "N", "H", "H", "H", "C", "C", "N", "H", "H", "H", "C", "C", "N", "H", "H", "H"],
  "coordinates": [[-0.41166, 1.41160, 2.59966], [0.37719, 0.75170, 1.64281], [0.88039, -0.61724, 2.09895], [-0.00169, -1.35747, 3.10171], [0.86343, -1.74700, 4.80538], [-0.22649, 0.66508, 0.73005], [1.22751, 1.41868, 1.45241], [0.99466, -1.21887, 1.18554], [1.89089, -0.50081, 2.51628], [-0.92462, -0.81512, 3.32076], [-0.29622, -2.33441, 2.69285], [0.69646, -0.31751, 5.19810], [-0.44544, -2.09655, 5.35128], [1.09236, -3.17931, 4.38458], [2.20639, -1.40876, 4.23667], [1.50297, -2.04121, 6.10276], [-3.43549, -4.02664, 2.40926], [-3.32006, -3.50321, 3.76379], [-3.22630, -3.09656, 4.83598], [-3.61436, -3.20852, 1.71700], [-2.51768, -4.53340, 2.13169], [-4.26667, -4.72570, 2.34856], [0.66411, -4.19255, -0.57841], [-0.67138, -4.71668, -0.32484], [-1.73019, -5.12854, -0.13202], [0.81316, -4.06327, -1.64832], [0.78987, -3.22994, -0.08464], [1.40832, -4.88518, -0.19094], [2.36236, 1.43226, -1.56607], [2.41540, -0.01852, -1.67015], [2.45175, -1.16793, -1.72093], [1.33173, 1.76896, -1.66039], [2.74371, 1.73133, -0.59177], [2.96175, 1.89613, -2.34518], [2.82206, 5.85437, -1.84252], [2.90890, 4.75258, -2.79086], [2.97206, 3.88058, -3.54118], [3.20890, 6.76368, -2.29824], [1.78430, 6.01003, -1.55464], [3.40672, 5.62131, -0.95469], [-5.77801, -1.34673, -0.68240], [-6.14557, -2.24097, 0.40641], [-6.40581, -2.93932, 1.28337], [-6.54942, -1.36034, -1.44991], [-5.66667, -0.33311, -0.30246], [-4.83386, -1.66976, -1.11723], [2.35094, 5.25974, -6.62817], [2.14718, 6.49623, -7.37161], [1.98408, 7.47595, -7.95429], [3.06986, 5.41831, -5.82836], [1.41084, 4.92780, -6.19304], [2.72739, 4.48483, -7.29261]],
  "forces_ev_per_angstrom": [[0.20, -0.12, -0.27], [0.08, -0.09, 0.06], [-0.14, 0.12, -0.05], [-0.12, -0.20, -0.30], [0.17, -0.19, 0.14], [-0.10, 0.10, 0.15], [-0.11, 0.03, -0.10], [0.14, 0.18, 0.04], [-0.08, -0.04, 0.13], [0.11, 0.10, 0.12], [0.05, -0.01, 0.08], [-0.06, 0.07, -0.01], [0.01, 0.04, -0.04], [-0.09, -0.01, 0.03], [0.00, 0.04, -0.05], [0.04, 0.04, -0.08], [0.07, 0.02, 0.14], [0.01, 0.16, 0.46], [-0.20, -0.17, -0.33], [0.03, -0.01, -0.04], [0.04, -0.01, -0.04], [-0.02, 0.02, -0.03], [0.02, 0.04, 0.05], [-0.53, -0.18, 0.10], [0.52, 0.16, -0.22], [0.03, 0.03, 0.00], [0.00, -0.02, 0.01], [0.02, 0.02, 0.02], [0.05, -0.05, 0.05], [-0.02, -0.58, 0.09], [-0.03, 0.44, -0.09], [0.00, 0.02, 0.00], [-0.01, 0.02, 0.05], [-0.04, -0.09, 0.00], [0.00, 0.00, 0.04], [0.02, -0.42, -0.41], [-0.01, 0.58, 0.28], [0.00, 0.01, 0.01], [0.00, 0.01, 0.01], [0.00, 0.01, 0.01], [0.00, 0.01, -0.04], [-0.05, -0.31, 0.49], [-0.02, 0.27, -0.43], [0.01, 0.01, -0.02], [0.01, 0.01, 0.00], [0.01, 0.01, 0.00], [0.00, 0.00, -0.02], [-0.09, 0.47, -0.29], [0.08, -0.42, 0.26], [0.00, -0.04, 0.01], [0.01, -0.02, 0.02], [0.00, -0.02, 0.01]],
  "total_charge": -1,
  "homo_energy_ev": -2.78,
  "energy_ha": -1358.512913,
  "multiplicity": 1,
  "orbital_gap_ha": 0.1542
}